12
Properties=species:S:1:pos:R:3:forces:R:3:nbo_charge:R:1 method="wB97M-V/def2-TZVPD" total_charge=0 largest_force_ev_per_a=3.21 multiplicity=1 de_lowest_kj_mol=615.3
H -0.838 0.157 1.565 1.8 -1.0 0.2 0.20
H -0.174 -0.507 1.452 -1.1 1.4 0.6 0.20
H 0.905 -0.760 -1.340 -0.2 -0.1 0.1 0.20
N -1.647 -0.965 -0.311 0.2 0.0 0.3 -0.81
H -2.458 -0.395 -0.545 0.1 0.1 0.1 0.32
O 1.945 -0.202 0.402 0.1 0.1 0.1 -0.69
C 0.829 -0.188 -0.421 -0.7 -0.6 1.1 0.10
H 0.313 1.829 0.235 0.1 -0.1 0.1 0.23
C -0.675 -0.239 0.164 0.3 0.0 -3.2 -0.01
H -0.371 1.364 -1.380 -0.2 0.0 0.1 0.24
H 2.158 -1.122 0.606 0.0 0.1 -0.1 0.48
C 0.012 1.028 -0.428 -0.4 0.2 0.6 -0.46